This record from the OMol25 dataset describes a 14-piece molecular cluster, C3H36N2O13S overall. The level of theory is ωB97M-V/def2-TZVPD.

Atoms and positions in Å:
N  -0.7457  -1.3124  0.4370
C  0.6788  -0.9399  0.4342
C  1.5997  -2.1502  0.3884
S  1.7799  -3.1209  1.9743
C  0.6975  -0.0111  -0.7549
N  1.5839  1.2057  -0.7840
H  -0.8080  -2.0366  -0.3270
H  1.4002  -4.3715  1.5672
H  -0.9538  -1.7573  1.3366
H  0.9457  -0.3925  1.3669
H  2.6572  -2.0752  0.1178
H  1.1670  -2.9189  -0.2379
H  0.9685  -0.5634  -1.7496
H  -0.3589  0.3258  -1.0551
H  1.0359  1.7952  -0.1288
H  2.3862  0.9130  -0.2033
H  -2.9891  -0.3788  2.9637
H  -3.6121  -0.4821  1.5706
O  -3.2109  0.1652  2.1697
H  -1.2045  -1.5588  4.2803
H  -1.8985  -2.0383  2.8806
O  -1.9671  -1.6452  3.7311
H  -3.4550  -2.8520  -2.0277
H  -2.7169  -1.7409  -1.0746
O  -3.0308  -2.6452  -1.2076
H  -1.9146  2.5346  3.3460
H  -0.9884  3.6888  3.5603
O  -1.0136  2.7569  3.6919
H  2.6897  1.6123  -2.1408
H  3.1411  0.8972  -3.3130
O  3.5513  1.2620  -2.5329
H  -3.0642  0.8319  -1.7196
H  -2.5233  -0.0507  -0.4861
O  -2.5372  0.0881  -1.4217
H  0.0836  1.7853  1.8884
H  0.8342  2.3819  2.9698
O  1.0058  1.8345  2.1922
H  -1.8247  2.4160  -1.1982
H  -2.6375  3.4196  -0.2930
O  -2.5913  3.0651  -1.1762
H  1.1110  1.0340  -4.6375
H  1.2726  -0.2044  -3.6992
O  0.9313  0.6969  -3.7697
H  -1.5044  -2.0174  -2.9232
H  -0.9802  -0.8072  -3.7385
O  -1.2626  -1.7122  -3.7961
H  4.3383  1.6061  2.0763
H  2.7995  1.3231  1.8457
O  3.6791  0.9626  1.8409
H  -1.7988  0.9449  1.2946
H  -0.9707  1.1222  0.2248
O  -1.3959  1.7757  0.8718
H  3.8374  -0.2332  -2.0396
H  3.9289  -1.2530  -0.8170
O  3.8545  -1.1753  -1.7683

Atomic forces in eV per Å
-0.085 -1.550 0.295
0.069 0.760 0.956
0.560 -1.707 0.293
-0.547 0.010 0.271
0.623 0.497 -4.605
-1.459 -0.934 2.461
-0.391 0.672 1.254
0.074 0.824 -0.045
0.158 -0.276 -0.702
-0.506 -0.042 -0.550
-0.746 0.799 -0.274
-0.006 0.097 -0.716
-0.341 0.280 2.009
1.595 -0.473 0.645
1.067 0.316 -0.522
-0.035 0.517 -0.418
0.083 0.476 -0.360
-0.145 0.283 0.128
-0.133 -0.657 0.184
1.143 -0.346 -0.222
1.075 -0.814 -0.464
-2.161 0.824 0.961
-0.255 0.702 -0.739
-0.753 -0.115 -1.258
0.854 -0.906 1.743
1.136 -0.026 0.403
0.159 1.312 -0.038
-1.623 -1.022 -0.049
1.074 -0.425 0.308
0.230 -0.147 -0.890
-0.989 1.154 -0.076
-0.391 0.271 0.612
-0.235 0.710 0.976
0.532 -0.557 -1.506
-0.054 -0.094 -0.462
0.430 -0.214 0.122
0.109 0.259 0.319
-1.495 1.601 0.419
0.280 -0.197 0.460
0.998 -1.158 -1.350
0.155 -0.013 -0.799
-0.008 0.093 -0.399
-0.313 -0.261 0.816
-0.060 0.190 0.352
0.086 0.710 0.345
0.016 -0.835 -0.691
-0.049 0.539 0.080
-0.684 0.814 0.426
0.636 -1.405 -0.472
-0.498 1.793 0.612
-0.091 1.831 0.355
0.566 -3.763 -0.461
0.159 0.069 0.709
0.299 0.484 -0.054
-0.112 -0.950 -0.391

Properties
E: -1621.6384 Eh
M: 340.39 Da
orbital gap: 9.4192 eV
spin multiplicity: 1
energy relative to the best compared isomer or geometry (same formula, charge and spin): 94.96 kcal/mol

For reference, the natural (NBO) charges in units of e are:
1. N -0.87
2. C -0.15
3. C -0.49
4. S -0.09
5. C -0.25
6. N -0.84
7. H 0.38
8. H 0.14
9. H 0.35
10. H 0.23
11. H 0.24
12. H 0.22
13. H 0.20
14. H 0.21
15. H 0.37
16. H 0.38
17. H 0.51
18. H 0.47
19. O -0.98
20. H 0.51
21. H 0.48
22. O -0.97
23. H 0.49
24. H 0.49
25. O -0.99
26. H 0.49
27. H 0.47
28. O -0.95
29. H 0.52
30. H 0.46
31. O -0.96
32. H 0.52
33. H 0.48
34. O -0.98
35. H 0.50
36. H 0.49
37. O -1.01
38. H 0.48
39. H 0.48
40. O -0.96
41. H 0.48
42. H 0.48
43. O -0.96
44. H 0.47
45. H 0.48
46. O -0.96
47. H 0.48
48. H 0.50
49. O -0.98
50. H 0.51
51. H 0.48
52. O -1.01
53. H 0.49
54. H 0.46
55. O -1.00